This record from the OMol25 dataset describes a molecular structure, C42H60N2NaOP3Si at a distorted geometry. The level of theory is ωB97M-V with the def2-TZVPD basis set.

Summary:
Highest occupied orbital energy: -5.146 eV
HOMO-LUMO gap: 4.62 eV
LUMO energy: -0.52 eV
Charge: 0

The geometry in XYZ format:
```
110
Properties=species:S:1:pos:R:3:forces:R:3
Na 11.747 14.996 9.158 -0.117 0.459 -0.205
C 7.086 13.536 10.697 -0.278 0.037 -0.107
C 7.942 14.448 11.587 -0.128 0.157 0.160
C 7.531 14.289 13.063 -0.075 0.010 -0.223
P 9.736 14.349 11.051 -0.212 -0.536 -0.158
C 10.188 12.522 11.150 -0.314 0.205 -0.060
C 10.019 11.957 9.717 0.225 -0.334 0.276
C 9.551 11.543 12.154 0.196 -0.057 -0.359
C 10.566 15.147 12.437 1.292 1.084 1.061
C 10.454 14.533 13.688 0.167 0.859 0.367
C 10.816 15.200 14.881 0.181 -0.128 -0.587
C 11.263 16.515 14.817 -0.162 0.056 -1.119
C 11.463 17.118 13.545 -0.451 -0.896 1.042
C 11.254 16.440 12.342 -1.035 -0.571 0.474
Si 12.268 17.079 10.829 -0.059 -0.568 -0.942
C 13.974 17.579 11.557 0.935 -0.357 0.187
C 14.154 18.615 12.487 0.825 0.046 -0.154
C 15.434 19.057 12.876 -0.819 -0.489 -0.344
C 16.568 18.429 12.373 -0.092 -0.499 -0.414
C 16.428 17.357 11.481 -0.840 0.176 0.334
C 15.160 16.917 11.068 -0.677 1.537 0.918
P 14.939 15.514 9.973 0.847 -0.593 -0.194
C 16.100 14.233 10.768 0.270 0.546 -0.239
C 17.583 14.153 10.370 0.004 -0.082 -0.026
C 15.951 14.295 12.299 0.189 -0.457 -0.028
C 15.801 16.054 8.388 -0.309 0.217 0.324
C 14.777 16.938 7.638 0.139 -0.443 -0.460
C 17.135 16.812 8.465 0.018 -0.037 -0.431
C 11.632 18.760 10.209 -0.900 0.478 -0.297
C 12.351 19.947 10.418 -0.630 0.389 -0.604
C 11.822 21.194 10.051 0.266 -0.701 0.033
C 10.603 21.279 9.402 -0.484 -0.323 -0.257
C 9.909 20.102 9.056 0.731 0.034 0.441
C 10.403 18.848 9.436 1.387 1.072 0.853
P 9.633 17.320 8.906 -0.670 -0.288 -0.486
C 7.850 17.492 9.462 0.106 -0.192 -0.063
C 7.131 18.845 9.556 -0.185 -0.285 -0.144
C 6.999 16.469 8.676 -0.033 0.273 0.344
C 9.582 17.462 7.026 0.046 0.240 0.216
C 11.031 17.323 6.530 -0.112 0.046 -0.365
C 8.915 18.674 6.347 0.188 -0.233 -0.129
H 6.044 13.872 10.706 0.045 -0.013 0.090
H 7.082 12.497 11.042 0.078 0.209 -0.032
H 7.394 13.541 9.649 0.110 0.020 0.096
H 7.700 15.490 11.342 -0.008 -0.198 -0.118
H 7.681 13.279 13.437 0.072 -0.065 0.031
H 6.471 14.515 13.154 -0.286 -0.126 -0.164
H 8.007 14.992 13.739 0.323 0.021 -0.081
H 11.249 12.550 11.410 -0.085 0.038 -0.215
H 8.976 11.749 9.479 -0.078 -0.021 0.159
H 10.569 11.018 9.641 -0.019 -0.190 -0.035
H 10.382 12.590 8.906 0.109 0.236 0.216
H 8.469 11.497 12.070 -0.023 -0.012 0.021
H 9.818 11.720 13.192 -0.009 0.168 0.006
H 9.947 10.556 11.911 -0.098 -0.188 0.042
H 10.015 13.543 13.736 0.082 0.232 0.197
H 10.728 14.669 15.822 -0.030 0.135 0.025
H 11.473 17.111 15.697 -0.016 -0.213 0.114
H 11.781 18.151 13.539 0.163 -0.096 -0.075
H 13.280 19.155 12.853 0.375 -0.129 0.022
H 15.487 19.891 13.559 0.259 0.090 0.109
H 17.563 18.743 12.651 0.040 0.123 0.132
H 17.266 16.792 11.105 0.335 0.305 0.150
H 15.676 13.289 10.403 -0.010 0.046 0.204
H 18.195 14.988 10.710 -0.128 0.067 0.109
H 17.749 14.054 9.295 -0.230 0.068 0.003
H 18.009 13.255 10.815 0.107 -0.158 0.164
H 16.480 15.140 12.746 -0.110 -0.014 -0.226
H 16.399 13.394 12.730 -0.063 -0.075 0.050
H 14.913 14.346 12.642 0.027 0.061 -0.128
H 15.926 15.105 7.834 0.066 0.325 0.060
H 14.545 17.860 8.168 0.023 0.014 0.206
H 13.831 16.426 7.428 0.126 -0.012 0.255
H 15.183 17.213 6.662 0.089 0.113 -0.032
H 17.059 17.748 9.018 -0.209 -0.052 0.056
H 17.431 17.091 7.450 0.020 -0.024 -0.058
H 17.967 16.248 8.883 -0.153 -0.088 0.057
H 13.358 19.936 10.819 -0.316 -0.055 0.123
H 12.411 22.066 10.300 -0.144 0.218 -0.154
H 10.192 22.246 9.132 0.007 -0.049 0.005
H 8.977 20.129 8.505 0.223 0.340 0.052
H 7.937 17.156 10.507 -0.042 -0.040 -0.258
H 6.956 19.313 8.587 0.132 0.025 -0.032
H 7.626 19.553 10.217 0.124 -0.046 -0.059
H 6.142 18.660 9.972 -0.179 -0.025 0.117
H 6.755 16.832 7.678 -0.029 0.185 -0.029
H 6.062 16.299 9.211 -0.071 -0.038 -0.089
H 7.479 15.502 8.537 0.204 -0.003 0.171
H 9.049 16.550 6.721 -0.012 0.165 0.052
H 11.700 18.091 6.918 -0.106 0.097 0.165
H 11.057 17.402 5.439 -0.014 0.011 -0.027
H 11.475 16.357 6.771 -0.051 -0.114 0.141
H 9.512 19.580 6.475 -0.043 -0.081 0.059
H 7.894 18.876 6.674 0.091 -0.096 0.156
H 8.862 18.484 5.273 0.023 -0.001 -0.077
N 14.528 8.366 8.614 0.300 -0.122 -0.246
C 14.174 9.094 9.700 -0.245 -0.972 1.880
O 14.060 8.581 10.832 0.236 1.030 -2.117
C 13.877 10.543 9.463 -0.075 0.289 0.641
C 13.690 11.357 10.599 -0.061 0.067 -0.784
C 13.371 12.695 10.419 0.179 -0.256 -1.150
N 13.210 13.246 9.182 0.168 -1.369 -0.026
C 13.447 12.463 8.110 -0.165 -0.026 0.983
C 13.774 11.114 8.202 0.000 0.473 0.213
H 14.841 7.425 8.810 -0.077 0.120 -0.125
H 14.818 8.794 7.742 -0.135 -0.195 0.499
H 13.784 10.953 11.598 0.036 -0.150 -0.095
H 13.287 13.344 11.292 -0.173 0.129 -0.385
H 13.368 12.886 7.114 -0.160 0.318 0.185
H 13.903 10.597 7.260 0.051 -0.273 0.174
```
Positions in Å, forces in eV/Å.

Mulliken atomic charge list, values in e, 5 entries: Na 0.6317; C -1.7654; C 1.1425; C -1.7009; P 0.8108

***

This record from the OMol25 dataset describes a molecular structure, C42H62BrFeN7O2PSi at a distorted geometry. The level of theory is ωB97M-V with the def2-TZVPD basis set.

Summary:
ΔE to the lowest compared entry with this formula, charge and spin: 2.1 kJ/mol
Highest occupied orbital energy (spin up / spin down): -8.919 / -8.932 eV
HOMO-LUMO gap (spin up / spin down): 7.37 / 7.22 eV
Multiplicity: 5
LUMO energy (spin up / spin down): -1.55 / -1.71 eV
Charge: +1

The geometry in XYZ format:
```
117
Properties=species:S:1:pos:R:3:forces:R:3
Fe -0.830 -0.049 0.591 -2.474 0.510 -0.248
C -4.244 5.195 3.408 0.145 -0.075 0.008
C -3.882 3.920 2.694 -0.082 0.045 -0.012
C -4.436 2.697 3.066 0.015 -0.039 -0.043
C -4.121 1.536 2.389 0.089 -0.028 -0.016
C -3.235 1.515 1.298 -0.386 0.108 0.128
N -2.954 0.340 0.611 1.567 -0.163 0.075
C -4.003 -0.409 0.156 -0.188 -0.076 -0.108
C -5.255 0.185 -0.144 0.163 -0.048 -0.018
C -6.323 -0.517 -0.655 0.054 -0.001 0.022
C -6.219 -1.879 -0.933 -0.001 -0.101 0.058
C -7.349 -2.665 -1.541 0.064 0.066 -0.060
C -5.006 -2.480 -0.664 0.018 -0.082 -0.042
C -3.922 -1.793 -0.115 -0.363 0.401 -0.064
N -2.756 -2.565 0.148 -0.006 -0.296 0.170
C -2.746 -3.867 0.509 0.127 0.042 0.029
C -1.432 -4.275 0.583 -0.006 -0.002 -0.017
C -0.697 -3.138 0.250 -0.059 -0.118 -0.072
N -1.506 -2.111 -0.015 0.567 0.462 0.309
C -2.655 2.746 0.966 -0.200 -0.114 0.262
C -2.976 3.916 1.647 0.050 0.020 0.009
N -1.714 2.834 -0.094 -0.143 0.124 -0.245
C -1.709 3.711 -1.116 0.102 -0.017 -0.087
C -0.522 3.548 -1.796 0.075 0.032 0.043
C 0.141 2.532 -1.105 0.020 0.236 0.047
N -0.587 2.107 -0.078 0.260 -0.685 0.356
H -5.231 5.122 3.861 -0.015 0.024 -0.014
H -3.528 5.409 4.205 -0.025 0.047 -0.002
H -4.239 6.039 2.718 -0.022 0.036 0.044
H -5.133 2.653 3.895 -0.011 0.026 -0.009
H -4.586 0.603 2.683 -0.015 -0.025 -0.022
H -5.351 1.250 0.019 -0.048 0.021 0.038
H -7.249 0.007 -0.861 0.001 -0.005 -0.010
H -8.317 -2.304 -1.195 0.002 -0.004 0.012
H -7.336 -2.582 -2.631 -0.043 -0.016 0.010
H -7.267 -3.722 -1.289 -0.042 -0.008 -0.014
H -4.886 -3.528 -0.914 0.034 -0.003 0.009
H -3.656 -4.407 0.703 -0.040 0.049 -0.049
H -1.065 -5.253 0.840 -0.004 -0.001 -0.015
H 0.371 -3.021 0.162 -0.025 0.059 0.074
H -2.502 4.842 1.340 0.024 -0.009 0.000
H -2.538 4.374 -1.296 -0.021 -0.010 0.105
H -0.187 4.076 -2.672 -0.025 -0.015 -0.010
H 1.110 2.101 -1.305 -0.063 -0.091 -0.008
C 0.078 1.312 5.088 0.073 0.148 -0.013
O -0.843 0.217 5.124 -0.040 0.033 0.026
C -1.191 -0.298 3.947 -0.058 -0.158 0.131
O -0.772 0.126 2.882 0.194 -0.025 -0.746
N -2.034 -1.334 4.135 0.016 0.143 0.025
N -2.483 -2.088 3.066 0.049 -0.047 -0.116
H 0.249 1.575 6.126 0.001 0.005 -0.004
H -0.349 2.157 4.549 -0.019 -0.028 -0.018
H 1.012 1.012 4.615 -0.031 -0.015 -0.011
H -2.321 -1.535 5.079 -0.004 0.010 0.078
H -3.479 -1.976 2.933 -0.062 0.062 -0.026
H -2.260 -3.063 3.213 0.025 -0.033 -0.065
C 5.700 -0.280 -1.784 -0.005 -0.089 0.146
C 4.346 0.186 -1.226 -0.202 -0.006 0.125
C 4.371 1.716 -1.088 -0.017 -0.103 0.062
C 3.243 -0.153 -2.242 0.095 -0.051 0.137
Si 4.035 -0.650 0.483 -0.215 -0.034 -0.059
Br 1.632 -0.392 0.804 1.366 -0.147 0.015
C 4.752 0.284 2.006 -0.235 -0.065 -0.061
C 6.262 0.495 1.812 -0.035 -0.094 -0.178
C 4.532 -0.546 3.280 -0.002 -0.015 -0.136
C 4.079 1.650 2.217 -0.002 -0.029 -0.076
C 4.219 -2.571 0.502 -0.173 0.167 0.023
C 3.647 -3.166 -0.795 0.029 0.119 0.036
C 5.707 -2.941 0.608 0.025 0.175 0.019
C 3.467 -3.223 1.675 0.017 0.082 -0.009
H 5.911 0.254 -2.713 -0.006 0.029 -0.010
H 5.700 -1.347 -2.011 0.043 0.035 -0.028
H 6.519 -0.078 -1.090 0.027 -0.009 -0.056
H 4.480 2.164 -2.079 0.000 -0.021 -0.035
H 5.210 2.059 -0.483 -0.049 0.043 -0.020
H 3.443 2.093 -0.651 0.039 0.054 -0.005
H 3.465 0.356 -3.185 0.046 0.012 0.009
H 2.266 0.189 -1.895 0.022 -0.019 -0.063
H 3.178 -1.221 -2.447 -0.037 0.063 -0.036
H 6.792 -0.451 1.683 0.046 0.049 0.017
H 6.674 0.989 2.695 -0.006 0.002 0.026
H 6.479 1.127 0.950 0.044 0.003 0.046
H 5.131 -1.457 3.273 -0.040 0.005 0.050
H 3.480 -0.815 3.407 0.023 -0.014 0.066
H 4.839 0.040 4.150 0.014 0.031 -0.004
H 4.305 2.350 1.415 -0.051 0.007 0.071
H 4.449 2.087 3.148 0.043 -0.017 0.016
H 2.995 1.558 2.299 0.014 0.049 0.028
H 4.222 -2.867 -1.671 -0.050 -0.030 -0.006
H 2.605 -2.871 -0.942 0.004 -0.044 -0.053
H 3.684 -4.256 -0.738 0.011 -0.018 0.029
H 6.293 -2.524 -0.213 0.037 -0.053 0.030
H 5.815 -4.028 0.576 -0.015 -0.021 -0.008
H 6.143 -2.594 1.546 0.014 -0.053 -0.017
H 2.430 -2.890 1.730 -0.001 -0.065 0.027
H 3.942 -3.020 2.633 -0.058 -0.031 -0.013
H 3.462 -4.307 1.534 0.039 -0.019 -0.019
C -0.164 -1.651 -3.127 -0.041 0.214 0.017
P -1.085 -0.141 -2.585 0.010 -0.483 -0.425
C -2.771 -0.693 -3.100 0.120 0.166 0.118
C -0.686 0.948 -4.017 -0.021 0.057 0.209
C 0.611 1.022 -4.524 0.021 -0.041 0.080
C 0.908 1.831 -5.611 0.036 0.028 0.018
C -0.088 2.588 -6.209 -0.014 -0.012 -0.020
C -1.376 2.547 -5.695 -0.047 0.044 0.005
C -1.670 1.743 -4.603 0.011 -0.017 0.017
H 0.912 -1.492 -3.052 -0.033 -0.065 0.024
H -0.418 -1.900 -4.157 0.031 -0.037 -0.011
H -0.442 -2.474 -2.472 0.012 -0.062 0.021
H -2.813 -0.813 -4.182 0.012 -0.016 -0.015
H -3.532 0.019 -2.781 -0.030 -0.038 0.023
H -2.985 -1.649 -2.628 -0.024 -0.015 0.067
H 1.402 0.433 -4.074 -0.065 0.019 -0.077
H 1.920 1.863 -5.994 -0.008 -0.009 -0.023
H 0.132 3.196 -7.076 0.018 0.033 0.030
H -2.162 3.137 -6.149 0.014 0.005 -0.004
H -2.680 1.735 -4.213 -0.014 -0.026 -0.020
```
Positions in Å, forces in eV/Å.

Mulliken atomic charge list, values in e, 5 entries: Fe 0.5240; C -1.5971; C 0.4140; C -0.9389; C 0.3267